1.
Computed, not measured: a cluster of 9 separate species, H18O9 in total in a non-equilibrium geometry, with ωB97M-V/def2-TZVPD.

Each line ends with the Löwdin charge.
Positions of all 27 atoms, in Å:
H (-0.486, -2.885, 1.286)  0.06
H (-3.883, -1.761, 0.077)  0.07
H (0.605, -0.118, -0.383)  0.06
O (1.088, -0.994, -0.259)  -0.06
H (-1.489, -0.526, -1.933)  0.03
O (-1.191, -2.518, 1.871)  -0.07
H (-1.335, 4.681, 1.185)  0.11
H (0.721, 3.416, 0.878)  -0.06
H (-2.765, 0.432, -1.268)  -0.05
H (1.107, -0.718, 3.156)  -0.02
O (1.478, -1.249, 2.524)  -0.03
H (1.827, -0.866, -0.817)  0.01
H (-3.204, 1.525, -2.328)  0.07
H (2.381, -0.935, 2.350)  0.06
O (-0.843, 3.883, 0.840)  -0.03
H (-1.120, -1.575, 2.024)  0.02
H (0.690, 2.401, -0.208)  0.01
O (-1.380, -1.479, -1.827)  -0.01
O (-3.264, -2.350, -0.406)  -0.03
H (-1.244, 3.228, 1.337)  0.02
O (6.413, -0.936, -1.437)  -0.09
H (-2.437, -2.173, -0.146)  -0.09
H (6.281, -0.014, -1.884)  0.09
O (1.216, 3.103, 0.172)  -0.05
O (-3.100, 1.284, -1.380)  -0.03
H (5.636, -0.909, -0.900)  0.00
H (-1.700, -1.947, -2.522)  0.00

The calculation puts the energy relative to the best compared isomer or geometry (same formula, charge and spin) at 115.4 kcal/mol. The value obtained for the energy is -687.841818 a.u. The LUMO energy comes out at -0.007 hartree. The highest occupied orbital energy is -10.44 eV. The molar mass comes out at 162.13 Da. The value obtained for the max |F| is 0.1264 Eh/bohr.

***

2.
Computed, not measured: a cluster of 2 separate species, C4H13N2O in total in a non-equilibrium geometry, with ωB97M-V/def2-TZVPD.

Each line ends with the Löwdin charge.
Positions of all 20 atoms, in Å:
H (-1.979, -2.640, 0.828)  0.05
H (1.556, -0.961, 0.854)  0.12
H (-1.557, -2.356, 2.215)  0.15
H (-1.159, 0.887, -1.556)  0.13
N (0.589, -0.907, 0.856)  0.23
C (0.260, -0.060, -0.381)  -0.24
C (-1.026, 0.617, -0.489)  -0.24
H (0.146, -0.349, 1.584)  0.16
H (-2.153, 2.417, 0.201)  0.08
H (0.785, 0.595, -2.215)  0.14
H (-1.733, -0.123, -0.223)  0.08
H (0.320, -1.873, 0.739)  0.14
C (-1.188, 1.907, 0.352)  -0.07
N (2.597, -0.019, -1.405)  0.09
C (1.242, 0.267, -1.272)  -0.11
H (-1.125, 1.905, 1.469)  0.08
O (-1.499, -1.951, 1.254)  -0.07
H (3.120, -0.119, -0.564)  0.08
H (-0.367, 2.526, -0.068)  0.09
H (3.172, 0.237, -2.179)  0.10

The calculation puts the energy relative to the best compared isomer or geometry (same formula, charge and spin) at 68.4 kcal/mol. The value obtained for the energy is -344.657889 a.u. The LUMO energy comes out at -0.122 hartree. The highest occupied orbital energy is -12.40 eV. The total charge is +1. The molar mass comes out at 105.16 Da. The value obtained for the max |F| is 0.0833 Eh/bohr.

***

3.
Computed, not measured: a cluster of 4 separate species, C3H16N2O3 in total in a non-equilibrium geometry, with ωB97M-V/def2-TZVPD.

Each line ends with the Löwdin charge.
Positions of all 24 atoms, in Å:
H (1.100, 2.938, -0.582)  0.03
O (0.907, -0.117, -2.310)  -0.06
H (1.562, -0.827, -2.350)  0.06
H (-0.887, -1.123, -1.812)  0.09
H (0.815, 0.498, 0.246)  0.07
O (-0.817, 1.770, 2.559)  -0.07
H (1.864, -0.850, -0.017)  0.09
H (2.424, -0.415, 1.972)  0.06
O (0.874, 3.313, -1.438)  -0.05
H (1.235, -1.154, 2.588)  0.07
H (0.087, 1.599, 2.252)  0.00
H (-2.939, -0.995, 0.272)  0.06
H (-1.259, 1.104, 2.016)  0.01
H (-3.073, -1.288, -1.307)  0.06
H (1.447, 0.682, -2.378)  0.05
H (0.343, 2.618, -1.843)  0.02
N (-2.468, -1.444, -0.506)  -0.03
H (-1.310, 0.320, -0.771)  0.11
H (-0.897, -1.336, 1.197)  0.10
H (0.020, -2.357, 0.170)  0.11
C (1.010, -0.530, 0.580)  -0.30
C (-0.281, -1.312, 0.294)  -0.20
C (-1.167, -0.762, -0.838)  -0.27
N (1.408, -0.333, 2.006)  -0.02

The calculation puts the energy relative to the best compared isomer or geometry (same formula, charge and spin) at 33.7 kcal/mol. The value obtained for the energy is -459.082267 a.u. The LUMO energy comes out at 0.010 hartree. The highest occupied orbital energy is -9.54 eV. The molar mass comes out at 128.17 Da. The value obtained for the max |F| is 0.0623 Eh/bohr.

***

4.
Computed, not measured: a cluster of 2 separate species, C5H14 in total in a non-equilibrium geometry, with ωB97M-V/def2-TZVPD.

Each line ends with the Löwdin charge.
Positions of all 19 atoms, in Å:
H (2.836, -2.091, 2.156)  0.06
H (-2.872, 0.479, -0.754)  0.07
H (-0.245, 0.537, -0.065)  0.05
H (1.169, -2.533, 2.215)  0.06
H (1.171, -1.934, -0.425)  0.05
H (-0.990, 2.772, -1.491)  0.09
C (-0.515, 1.552, 0.227)  -0.12
H (-0.965, 1.492, 1.226)  0.07
H (1.746, -0.902, 1.782)  0.06
C (-2.310, 1.070, -1.481)  -0.14
C (1.878, -1.977, 1.615)  -0.18
H (0.393, 2.135, 0.341)  0.06
H (2.126, -3.358, -0.038)  0.06
C (-1.523, 2.158, -0.769)  -0.32
H (2.942, -1.834, -0.238)  0.06
H (-2.200, 2.772, -0.175)  0.09
H (-3.023, 1.504, -2.185)  0.07
H (-1.650, 0.450, -2.085)  0.07
C (2.033, -2.290, 0.144)  -0.17

The calculation puts the energy relative to the best compared isomer or geometry (same formula, charge and spin) at 5.4 kcal/mol. The value obtained for the energy is -198.880538 a.u. The LUMO energy comes out at 0.041 hartree. The highest occupied orbital energy is -11.54 eV. The molar mass comes out at 74.17 Da. The value obtained for the max |F| is 0.0396 Eh/bohr.

***

5.
Computed, not measured: a structure of composition C33H48AlBeClCsF5KN2O8 in a non-equilibrium geometry, with ωB97M-V/def2-TZVPD.

Each line ends with the Löwdin charge.
Positions of all 101 atoms, in Å:
H (0.482, 4.984, 4.372)  0.06
C (-0.061, 4.144, 4.977)  -0.05
O (5.299, -5.635, -3.445)  0.03
Cs (5.926, 0.790, 0.398)  0.86
C (2.801, -8.902, -2.663)  -0.08
H (1.969, -6.996, -2.076)  0.10
C (-1.953, 1.800, -2.688)  -0.19
C (1.160, -7.727, -3.931)  -0.14
H (1.884, -10.494, -5.501)  0.10
C (-2.507, 5.828, 3.357)  -0.40
C (1.933, -9.744, -4.717)  -0.16
C (-1.447, -4.247, 2.218)  -0.81
H (-1.287, -2.911, -4.169)  0.07
H (-4.834, 6.061, 2.967)  0.09
H (-2.042, -4.272, 0.095)  0.08
C (-0.456, -5.414, 2.074)  -0.19
H (-1.771, 3.902, -0.791)  0.12
H (3.459, 2.865, -3.482)  0.11
C (-3.954, 6.665, 3.469)  -0.08
C (-2.457, 5.277, 1.813)  -0.08
C (2.032, 3.054, 0.187)  -0.14
C (-2.212, 0.722, -3.941)  -0.14
C (-1.447, 1.722, 0.033)  -0.31
F (-2.007, 1.463, -5.241)  0.02
C (5.267, -4.324, -3.171)  -0.25
C (-2.050, 2.458, 5.309)  -0.06
H (-1.383, 7.308, 4.813)  0.11
O (5.627, -2.782, -1.361)  -0.05
H (2.174, 2.579, 1.252)  -0.07
Cl (-4.135, -5.034, 5.579)  -0.46
H (3.411, -10.778, -3.544)  0.10
H (-0.985, -6.373, 2.141)  0.02
H (-0.202, 4.385, 6.120)  0.10
H (1.522, 4.895, -3.846)  0.10
K (0.190, 0.342, 0.821)  0.77
C (0.891, 4.265, 0.017)  -0.10
C (2.934, 2.556, -1.093)  -0.10
C (-0.416, -3.584, -4.241)  -0.25
O (-0.772, -3.121, 2.066)  -0.27
H (-1.143, 1.694, 5.415)  0.10
C (-1.354, 6.998, 3.673)  -0.06
H (-0.309, 1.590, -0.204)  -0.03
C (-2.300, 1.082, -1.257)  -0.05
Al (-1.841, -5.576, 4.236)  0.58
H (0.403, -2.851, -4.336)  0.10
H (-3.865, 7.675, 2.839)  0.10
C (-1.530, 3.699, 4.311)  -0.40
H (4.301, -3.806, -3.306)  0.13
H (0.299, -5.402, 2.870)  0.04
O (2.792, -0.328, -1.991)  0.03
C (2.781, -9.900, -3.632)  -0.09
H (-3.571, 4.939, 1.548)  0.13
H (0.496, -6.882, -4.090)  0.09
H (6.642, -4.600, -1.508)  0.13
H (-2.439, 2.864, 6.339)  0.10
C (-1.963, 3.266, 0.187)  -0.11
O (2.793, 0.725, -3.902)  0.03
H (-0.079, 5.894, 1.277)  0.13
F (-2.829, 2.970, -2.935)  0.01
H (-3.152, 3.211, 0.288)  0.14
C (2.781, 3.233, -2.581)  0.01
C (5.670, -4.092, -1.638)  -0.27
H (-2.260, 2.255, 2.696)  0.14
F (-0.501, 2.087, -2.708)  0.01
H (0.071, -5.401, 1.111)  0.10
N (1.120, -8.679, -4.888)  0.05
F (-1.249, -0.412, -3.937)  0.04
H (0.596, 3.154, 4.933)  0.09
H (-2.900, 1.835, 4.749)  0.10
C (0.736, 4.909, -1.484)  0.00
H (3.740, 1.709, -0.931)  -0.06
C (-1.397, 4.034, 1.561)  -0.34
N (-2.590, 4.762, 4.422)  -0.12
H (-3.043, -5.273, 1.152)  0.07
H (-3.230, -3.517, 1.174)  0.07
Be (3.362, 1.471, 1.092)  0.26
H (-0.060, 5.786, -1.639)  0.11
H (-3.449, 1.201, -1.060)  0.15
C (1.641, 4.419, -2.779)  0.00
H (5.941, -3.673, -3.756)  0.14
C (-1.351, 3.015, 2.837)  -0.08
O (-3.830, 4.267, 4.580)  -0.03
H (-0.289, 6.708, 3.286)  0.05
F (-3.620, 0.244, -3.966)  0.04
H (-0.374, 2.370, 2.741)  0.11
C (2.805, -0.292, -3.227)  -1.05
O (2.832, -1.444, -3.675)  0.15
C (-2.493, -4.326, 1.094)  -0.06
H (-2.230, 6.162, 1.045)  0.15
H (-1.704, 1.014, 0.937)  0.07
C (0.080, 4.714, 1.367)  -0.11
H (3.453, -8.988, -1.799)  0.10
O (-0.291, -4.517, -3.308)  -0.01
H (-2.044, -0.068, -1.323)  0.15
C (1.976, -7.791, -2.813)  -0.07
H (-1.995, -4.433, 3.152)  -0.11
H (-1.696, 7.938, 3.025)  0.09
H (5.005, -4.751, -1.053)  0.14
H (-0.507, -3.924, -5.287)  0.09
H (0.745, 4.411, 2.286)  0.11
H (-4.171, 6.895, 4.608)  0.11

The value obtained for the energy is -3833.171922 a.u. The LUMO energy (alpha / beta) comes out at -0.145 / -0.145 hartree. The spin multiplicity is 2. The highest occupied orbital energy (alpha / beta) is -5.99 / -5.99 eV. The molar mass comes out at 939.19 Da. The value obtained for the max |F| is 0.1584 Eh/bohr.

***

6.
Computed, not measured: an isolated molecule of C5H4F3NO in a non-equilibrium geometry, with ωB97M-V/def2-TZVPD.

Each line ends with the Löwdin charge.
Positions of all 14 atoms, in Å:
C (-1.769, -3.025, -0.521)  0.15
C (-0.711, 1.660, 0.519)  0.01
F (2.112, 1.477, 0.416)  0.13
H (-0.280, 2.352, -0.214)  0.10
N (-1.573, -0.524, -0.132)  0.15
O (0.815, -0.258, -0.074)  0.13
C (1.984, 0.264, -0.148)  -0.75
H (-0.307, 1.820, 1.524)  0.11
C (-0.669, 0.256, 0.042)  -0.21
F (2.421, 0.546, -1.438)  0.09
H (-1.555, -4.010, -0.535)  0.00
F (2.940, -0.507, 0.384)  0.16
C (-1.622, -1.849, -0.281)  -0.15
H (-1.786, 1.798, 0.458)  0.09

The calculation puts the energy relative to the best compared isomer or geometry (same formula, charge and spin) at 51.3 kcal/mol. The value obtained for the energy is -622.420180 a.u. The LUMO energy comes out at 0.005 hartree. The highest occupied orbital energy is -10.10 eV. The molar mass comes out at 151.09 Da. The value obtained for the max |F| is 0.0926 Eh/bohr.

***

Number 4 is which compound? C5H14